[1]
This record from the OMol25 dataset describes a cluster of 4 separate species, C6H12FN3O9 in total at a distorted geometry. The level of theory is ωB97M-V/def2-TZVPD.

Properties
HOMO (eV): -11.0

Structure (ORCA input):
```
! RIJCOSX wB97M-V def2-TZVPD def2/J DEFGRID3
* xyz 0 1
C 3.56 4.12 -3.03
H 6.52 3.09 -3.52
N 1.62 -3.49 3.71
H -5.62 -3.41 -0.19
C -1.88 2.89 0.76
H 0.16 -2.85 2.28
O 4.84 4.35 -3.15
O -4.07 -5.00 1.24
O -3.26 1.61 -0.60
N -5.23 -4.58 1.47
H 4.56 1.43 -4.38
O -6.09 -5.21 2.11
H 0.58 -1.68 3.62
O 1.46 -4.74 3.73
C 5.53 3.34 -3.90
O 2.69 -2.92 3.80
C 0.38 -2.71 3.34
C 4.51 2.22 -3.64
H -2.75 3.39 1.18
H 5.54 3.60 -4.96
O 2.70 4.93 -2.56
H -0.47 -3.10 3.91
O 3.31 3.00 -3.66
N -2.16 1.66 -0.03
H -6.58 -2.94 1.24
C -5.59 -3.22 0.88
H -1.49 3.60 0.03
O -1.27 0.79 0.04
H -4.87 -2.46 1.18
H -1.21 2.61 1.57
F 4.57 1.69 -2.45
*
```

Atomic partial charges in e from the Mulliken method, atoms 1 to 4:
1. C 0.731
2. H 0.311
3. N 0.773
4. H 0.267



[2]
This record from the OMol25 dataset describes a cluster of 3 separate species, C6H12IN2OS in total at a distorted geometry. The level of theory is ωB97M-V/def2-TZVPD.

Properties
HOMO (eV): -13.1

Structure (ORCA input):
```
! RIJCOSX wB97M-V def2-TZVPD def2/J DEFGRID3
* xyz 1 1
H -2.47 -1.60 1.94
O 3.05 -2.13 2.67
H -0.89 -2.21 1.65
C 0.59 0.59 -1.95
N -1.38 1.21 -0.90
H 0.61 -1.73 -3.07
H 5.02 0.64 -0.14
C -2.11 2.21 -0.72
C 2.45 -1.58 1.89
H -0.34 -0.30 2.40
S -0.30 -0.61 -3.14
H -3.12 2.33 -1.21
H 0.87 -0.76 0.17
H 1.56 0.32 -1.85
C -1.58 -1.52 1.30
H -1.39 0.65 1.63
H -1.94 3.09 0.02
C -0.24 0.59 -0.69
H 0.70 1.64 -2.30
N 0.04 -0.14 0.34
I 3.61 1.16 0.16
C -0.82 -0.23 1.50
H -1.88 -1.61 0.32
*
```

Atomic partial charges in e from the Mulliken method, atoms 1 to 4:
1. H 0.336
2. O -0.116
3. H 0.314
4. C -0.920



[3]
This record from the OMol25 dataset describes a structure of composition C6H12LiO10P at a distorted geometry. The level of theory is ωB97M-V/def2-TZVPD.

Properties
HOMO (eV): 1.8

Structure (ORCA input):
```
! RIJCOSX wB97M-V def2-TZVPD def2/J DEFGRID3
* xyz -2 1
H -1.67 -4.48 -0.86
O -1.84 0.47 3.11
O -1.28 -2.75 -1.86
C 0.23 0.33 -3.17
C -1.23 -0.61 3.87
Li 1.17 0.41 0.13
H -1.97 -0.78 4.74
H -1.47 -3.24 0.23
H -1.18 -1.37 3.24
H -0.18 -3.82 -0.73
H -0.12 0.93 -3.99
P 3.38 1.34 -0.65
O 1.92 1.94 -0.45
H -1.38 3.62 0.18
O 4.22 2.12 0.18
H -0.69 2.10 -0.40
O -0.49 -0.98 -2.96
O -1.67 2.05 1.45
H -0.24 -0.32 4.15
O -0.10 0.59 1.73
C -1.16 1.00 2.11
C -1.15 -3.58 -0.68
O 3.74 1.33 -2.09
H 0.04 2.98 0.81
O 0.14 -1.28 -0.72
C -0.98 2.68 0.33
C -0.50 -1.67 -1.85
H 1.30 0.12 -3.57
H 0.17 0.86 -2.21
O 2.98 0.00 -0.04
*
```

Atomic partial charges in e from the Mulliken method, atoms 1 to 4:
1. H 0.277
2. O -0.352
3. O -0.334
4. C -0.366



[4]
This record from the OMol25 dataset describes a structure of composition C6H12MnN2PS at a distorted geometry. The level of theory is ωB97M-V/def2-TZVPD.

Properties
HOMO (spin up / spin down) (eV): -1.3 / -2.1

Structure (ORCA input):
```
! RIJCOSX wB97M-V def2-TZVPD def2/J DEFGRID3
* xyz -1 6
H 0.24 0.98 -2.92
H -1.50 -3.00 -2.49
S 1.63 -0.47 1.68
H 1.08 -3.17 -1.72
C 0.41 -0.13 2.86
H 0.25 3.90 0.15
N -0.10 1.08 3.11
P -0.38 2.63 -0.17
H -0.76 1.21 3.87
H -0.89 2.96 -1.49
C 0.15 -0.09 -2.76
H 0.21 1.90 2.61
C -1.05 -0.86 -2.94
C 1.16 -0.98 -2.21
H -1.99 -0.49 -3.34
Mn 1.58 1.30 0.25
N -0.04 -1.15 3.61
H 2.19 -0.72 -1.94
C 0.59 -2.28 -2.11
H -1.54 2.67 0.68
C -0.78 -2.18 -2.48
H 0.32 -2.07 3.44
H -0.77 -1.04 4.31
*
```

Atomic partial charges in e from the Mulliken method, atoms 1 to 4:
1. H 0.554
2. H 0.397
3. S -0.292
4. H 0.368



[5]
This record from the OMol25 dataset describes a cluster of 2 separate species, C6H12N in total at a distorted geometry. The level of theory is ωB97M-V/def2-TZVPD.

Properties
HOMO (eV): -13.8

Structure (ORCA input):
```
! RIJCOSX wB97M-V def2-TZVPD def2/J DEFGRID3
* xyz 1 1
H -0.06 0.06 -1.67
C -2.97 0.95 0.07
H 1.91 2.06 0.46
H -3.13 1.78 -0.53
H 1.69 -1.85 0.68
C 1.13 1.52 0.00
H -0.61 -1.36 0.87
C 0.38 -0.48 -0.98
C -1.40 -1.14 0.25
N 1.26 0.03 -0.10
H -1.53 -1.96 -0.43
H 3.11 -0.87 0.08
H 0.48 -1.51 -1.09
H 0.17 1.83 0.35
H 1.14 1.76 -1.03
H 2.32 -0.48 1.67
C -2.14 -0.06 0.09
C 2.18 -0.87 0.60
H -3.92 0.60 0.71
*
```

Atomic partial charges in e from the Mulliken method, atoms 1 to 4:
1. H 0.535
2. C -0.746
3. H 0.364
4. H 0.368



[6]
This record from the OMol25 dataset describes a cluster of 2 separate species, C6H12N in total at a distorted geometry. The level of theory is ωB97M-V/def2-TZVPD.

Properties
HOMO (eV): -12.9

Structure (ORCA input):
```
! RIJCOSX wB97M-V def2-TZVPD def2/J DEFGRID3
* xyz 1 1
H -1.12 1.06 -1.01
H 0.81 1.97 -0.40
C 2.77 -0.11 0.08
H -3.50 -1.65 -1.02
H 2.34 -1.16 0.10
N -2.04 -0.52 0.10
C -1.28 0.46 -0.14
C -0.42 0.93 0.85
H -0.78 0.69 1.88
C -2.43 -1.34 -1.02
C 4.00 -0.10 -0.55
H -2.29 -0.76 -1.91
H -2.44 -0.75 1.06
H 0.77 2.56 1.38
H -1.60 -2.13 -1.06
H 2.26 0.73 0.51
H 4.33 -0.95 -1.07
C 0.58 1.81 0.68
H 4.54 0.81 -0.93
*
```

Atomic partial charges in e from the Mulliken method, atoms 1 to 4:
1. H 0.383
2. H 0.337
3. C -0.331
4. H 0.313



[7]
This record from the OMol25 dataset describes the ion C6H12N with charge +1 at a distorted geometry. The level of theory is ωB97M-V/def2-TZVPD.

Properties
HOMO (spin up / spin down) (eV): -12.4 / -12.7

Structure (ORCA input):
```
! RIJCOSX wB97M-V def2-TZVPD def2/J DEFGRID3
* xyz 1 1
H -0.76 -0.88 1.61
H 2.34 -0.08 -0.31
H 0.44 -1.95 -0.99
H -0.62 2.07 1.68
H 0.96 1.40 1.83
N 0.18 1.64 1.22
H 1.14 -2.11 0.54
C -1.73 0.45 -1.19
C 0.18 -1.93 0.00
H -2.15 1.11 -1.89
H -2.67 -1.08 -0.29
H -0.45 -2.92 0.08
H 1.28 0.26 -1.57
C 0.25 0.58 0.10
H 0.52 2.41 0.51
C 1.50 0.66 -0.63
C -0.56 -0.76 0.51
C -1.74 -0.50 -0.33
H 1.88 1.65 -0.90
*
```

Atomic partial charges in e from the Mulliken method, atoms 1 to 4:
1. H 0.330
2. H 0.279
3. H 0.455
4. H 0.324



[8]
This record from the OMol25 dataset describes a cluster of 2 separate species, C6H12N2 in total at a distorted geometry. The level of theory is ωB97M-V/def2-TZVPD.

Properties
HOMO (spin up / spin down) (eV): 1.2 / -4.8

Structure (ORCA input):
```
! RIJCOSX wB97M-V def2-TZVPD def2/J DEFGRID3
* xyz -1 2
N 1.73 0.21 2.11
C 1.13 1.13 1.30
H -2.48 -1.45 -3.53
N 0.36 1.45 3.30
H -2.62 -2.51 -2.13
H -0.38 2.71 1.72
H 1.24 0.10 -0.63
H -2.38 -0.80 -1.87
H -0.30 -2.52 -1.72
C 0.26 1.90 2.02
C -0.59 -1.82 -2.51
H -0.21 -2.27 -3.43
C 1.24 1.10 -0.19
H -0.18 1.85 4.08
C 1.24 0.44 3.31
H 1.44 -0.22 4.14
H 2.19 1.54 -0.53
H -0.06 -0.91 -2.26
C -2.11 -1.63 -2.52
H 0.46 1.69 -0.66
*
```

Atomic partial charges in e from the Mulliken method, atoms 1 to 4:
1. N -0.826
2. C 0.995
3. H 0.300
4. N 0.306



[9]
This record from the OMol25 dataset describes a cluster of 2 separate species, C6H12N2 in total at a distorted geometry. The level of theory is ωB97M-V/def2-TZVPD.

Properties
HOMO (eV): -8.5

Structure (ORCA input):
```
! RIJCOSX wB97M-V def2-TZVPD def2/J DEFGRID3
* xyz 0 1
H -0.43 -2.09 2.55
H -1.85 1.09 0.70
N -1.05 1.70 1.47
C -0.35 0.74 1.93
H 0.69 -1.90 1.20
C 1.50 0.36 -1.21
H -0.48 1.32 -1.51
C 0.65 -0.47 -2.14
C -0.37 -1.95 1.47
H -0.87 2.67 1.71
H 2.53 0.55 -1.49
H -0.85 -2.79 0.96
C -1.05 -0.69 1.07
C 0.41 1.00 -2.03
H 0.40 0.89 2.70
H -0.09 -1.13 -1.70
H 0.71 1.63 -2.86
N -1.96 -0.33 0.35
H 1.11 -0.86 -3.04
H 1.34 0.25 -0.15
*
```

Atomic partial charges in e from the Mulliken method, atoms 1 to 4:
1. H 0.410
2. H 0.456
3. N -0.260
4. C -0.379



[10]
This record from the OMol25 dataset describes an isolated molecule of C6H12N2 at a distorted geometry. The level of theory is ωB97M-V/def2-TZVPD.

Properties
HOMO (eV): -8.1

Structure (ORCA input):
```
! RIJCOSX wB97M-V def2-TZVPD def2/J DEFGRID3
* xyz 0 1
N 1.10 -1.06 -1.18
H 1.25 -0.17 -1.75
C 1.82 -0.92 0.22
H -3.32 -0.03 0.50
H 2.75 -0.30 0.31
C 0.76 -0.16 1.20
H 1.47 1.66 -0.60
H 0.23 2.60 0.44
H -2.89 -1.37 -0.52
C -1.56 0.03 -0.34
H -2.02 0.82 -0.96
C 0.39 1.76 -0.34
N -2.51 -0.79 0.33
C -0.27 -0.74 -0.64
H 0.38 -0.87 1.91
H 1.46 0.46 1.78
C -0.20 0.52 0.28
H -0.51 -1.59 0.05
H 1.95 -1.94 0.51
H -0.27 2.10 -1.21
*
```

Atomic partial charges in e from the Mulliken method, atoms 1 to 4:
1. N -0.532
2. H 0.385
3. C -0.570
4. H 0.337



[11]
This record from the OMol25 dataset describes a cluster of 2 separate species, C6H12N2 in total at a distorted geometry. The level of theory is ωB97M-V/def2-TZVPD.

Properties
HOMO (eV): -8.2

Structure (ORCA input):
```
! RIJCOSX wB97M-V def2-TZVPD def2/J DEFGRID3
* xyz 0 1
C -1.32 -0.08 0.13
H -1.61 -2.05 -0.64
H -0.35 2.55 -1.54
H 2.87 -1.05 1.17
C -0.56 1.83 -0.75
H -1.08 0.61 2.30
H 2.08 -1.62 -1.89
C -1.59 -1.47 0.38
N -1.00 0.57 -1.04
C -1.10 0.83 1.24
H 2.52 -0.18 -1.37
H 3.65 -1.16 -1.23
H -0.85 -1.84 1.17
C 2.54 -1.19 -1.11
H -0.02 2.73 1.11
H 1.29 -1.58 0.65
H -2.55 -1.72 0.78
C 2.36 -1.58 0.40
N -0.52 1.97 0.64
H 2.77 -2.54 0.48
*
```

Atomic partial charges in e from the Mulliken method, atoms 1 to 4:
1. C 0.757
2. H 0.249
3. H 0.408
4. H 0.324



no.,calculated total energy (eV)
1,-32022.0641
2,-30371.2936
3,-36384.3174
4,-60837.4424
5,-7895.8407
6,-7895.9774
7,-7894.5090
8,-9395.4661
9,-9393.0710
10,-9391.8271
11,-9394.9861